Here is a single C6H9NO4 molecule from the Open Molecules 2025 dataset. Energies are from ωB97M-V/def2-TZVPD.

Calculated values
- Multiplicity: 1
- SMILES: O=C(O)[C@H]1CN[C@H](C(=O)O)C1
- E: -589.74588 a.u.
- ΔE to the lowest compared entry with this formula, charge and spin: 25.06 kcal/mol
- Net charge: 0
- Orbital gap: 0.385 hartree
- Highest occupied orbital energy: -10.4 eV
- M: 159.1 g mol⁻¹

Last column: Löwdin charge in e.
Cartesian coordinates (Å):
H: -0.7279 -2.0802 0.3351  0.1459
O: -2.3356 0.0527 1.2975  0.0727
C: -2.3607 -0.2494 -0.0320  -0.4717
H: -0.9601 1.9766 -0.7068  0.1419
H: 0.9327 1.6753 1.0297  0.1041
O: -3.3889 -0.6916 -0.5167  0.1033
H: 2.1582 1.5280 -0.3795  0.1254
O: 2.7642 0.7188 -0.3345  0.0701
C: 2.2600 -0.4635 0.1591  -0.4413
C: 0.8284 -0.3867 0.6639  -0.2217
H: -1.2102 -0.3857 -1.7974  0.1538
H: 0.7729 -0.7906 1.6312  0.1388
C: -0.2758 1.1250 -0.6198  -0.1663
N: 0.3066 0.9936 0.7097  -0.0190
H: 0.4401 -1.7441 -0.9157  0.1199
H: 0.5022 1.1204 -1.4523  0.1456
H: -1.4831 0.4873 1.6630  0.1391
C: -0.1533 -1.2730 -0.1485  -0.0325
O: 2.9432 -1.4651 0.1672  0.1247
C: -1.0128 -0.1476 -0.7531  -0.2329